Record 1
Below is a structure of composition C26H29N3O9ReS2 at a distorted geometry, with properties calculated with ωB97M-V/def2-TZVPD.

XYZ file:
```
70
Properties=species:S:1:pos:R:3:forces:R:3:mulliken_charge:R:1
Re 1.60133 -0.08348 1.83326 -0.9 2.1 -1.6 1.44
O 1.53673 -2.76928 3.80996 0.3 0.5 0.2 -0.40
S 2.42093 -1.64428 3.65616 2.0 -3.7 3.8 0.91
O 3.54733 -1.59308 4.52936 -0.1 0.3 -0.2 -0.66
O 2.85753 -1.54078 2.20556 0.5 0.4 -0.5 -0.43
O 1.59613 -0.35578 3.78116 -0.6 1.5 -0.9 -0.53
C -4.13807 3.91382 0.77236 0.2 0.0 -0.1 -1.63
C -2.80497 4.25102 0.08876 -0.1 0.2 -0.1 2.00
C -2.28097 5.60082 0.59896 -0.1 -0.1 -0.1 -1.61
C -3.05687 4.33342 -1.41774 0.1 0.0 0.3 -2.10
C -1.77117 3.20802 0.46096 0.2 -0.3 0.3 0.52
C -1.51127 2.93362 1.80686 0.0 0.0 -0.2 -0.74
C -0.56027 2.00682 2.16136 0.1 0.0 0.0 -1.18
N 0.16253 1.33452 1.26166 -1.1 0.5 -0.2 -0.07
C -0.08357 1.55392 -0.05794 -0.2 0.2 0.9 -0.05
C -1.03037 2.48702 -0.47054 0.4 -0.2 0.0 -0.27
C 0.72963 0.69922 -0.92994 0.4 -0.5 -0.2 0.02
C 0.57863 0.55732 -2.30264 0.0 0.2 0.5 -0.25
C 1.37243 -0.34088 -3.00704 0.3 -0.1 0.3 0.62
C 2.35513 -1.02058 -2.28114 -0.1 0.2 -0.1 -0.52
C 2.45193 -0.85818 -0.92074 0.0 -0.2 0.0 -1.07
N 1.63883 -0.04108 -0.24194 -0.2 0.1 -0.8 0.17
C 1.17003 -0.67488 -4.46564 -0.1 0.0 -0.3 1.93
C 0.69483 -2.13798 -4.50614 0.1 0.1 0.0 -1.59
C 0.12423 0.20722 -5.14904 0.2 -0.1 0.2 -2.13
C 2.50213 -0.51988 -5.21384 -0.1 0.0 0.1 -1.62
H -4.89487 4.64172 0.48766 0.0 0.1 0.0 0.47
H -4.04287 3.92882 1.85256 -0.1 0.0 0.2 0.33
H -4.47587 2.92672 0.46746 -0.1 -0.1 0.0 0.39
H -2.98187 6.39582 0.35786 -0.1 0.1 0.0 0.44
H -1.32207 5.83462 0.14276 0.1 0.1 0.0 0.38
H -2.14467 5.57782 1.67576 0.0 0.1 0.1 0.37
H -3.86607 5.03402 -1.60934 0.0 0.1 0.0 0.42
H -3.35197 3.36402 -1.80904 -0.1 -0.1 -0.2 0.47
H -2.18037 4.68602 -1.95384 0.1 0.0 -0.1 0.39
H -2.03027 3.45072 2.59586 -0.1 0.0 0.1 0.42
H -0.33527 1.78612 3.19426 0.0 0.0 0.0 0.62
H -1.16497 2.67192 -1.52224 0.0 -0.1 -0.2 0.59
H -0.17447 1.13892 -2.80324 -0.2 0.0 -0.1 0.58
H 3.02713 -1.70828 -2.76554 0.0 -0.1 0.0 0.43
H 3.15593 -1.42098 -0.32504 0.0 -0.1 0.0 0.58
H -0.21397 -2.26658 -3.92164 -0.1 0.0 0.0 0.38
H 1.44743 -2.80218 -4.09344 0.1 -0.2 0.0 0.38
H 0.48913 -2.43458 -5.53134 0.0 0.0 -0.1 0.44
H -0.86797 0.05302 -4.73204 -0.1 0.0 0.1 0.40
H 0.08333 -0.04808 -6.20444 0.0 0.0 -0.1 0.43
H 0.39483 1.25682 -5.07414 0.0 0.2 0.0 0.46
H 3.28413 -1.12908 -4.77164 0.1 -0.1 0.0 0.32
H 2.82473 0.51932 -5.20024 0.1 0.1 0.0 0.40
H 2.38383 -0.82248 -6.25054 0.0 -0.1 -0.1 0.46
O 2.68513 -4.99878 1.42256 0.1 0.3 0.5 -0.65
S 1.33063 -4.69368 1.09426 -0.7 -0.6 -0.9 1.11
O 0.78353 -5.37958 -0.05214 0.0 0.1 0.2 -0.70
N 1.11163 -3.06368 0.87546 0.1 -0.2 -0.1 -0.01
C 0.19043 -2.62558 1.66506 0.0 -2.4 -0.4 0.40
O -0.10217 -1.40068 1.81416 1.5 3.5 -0.3 -0.83
C -0.52607 -3.64348 2.47416 -0.2 -0.1 0.4 0.31
C -1.58777 -3.45488 3.33856 0.2 -0.1 -0.2 -0.71
C -1.93927 -4.50578 4.17416 -0.1 0.1 0.0 -0.57
C -1.22737 -5.69558 4.16846 0.0 0.0 -0.1 -0.52
C -0.18087 -5.89008 3.27186 0.1 -0.1 -0.1 -0.59
C 0.13833 -4.85748 2.42706 0.1 0.6 -0.4 0.41
H -2.11167 -2.51278 3.37456 0.0 0.1 0.0 0.47
H -2.77007 -4.37878 4.85366 0.0 0.0 0.1 0.38
H -1.48677 -6.47248 4.87076 0.0 -0.1 0.0 0.40
H 0.38413 -6.80628 3.24416 0.0 -0.2 0.1 0.46
O 1.94233 3.04362 2.51776 -0.1 0.2 0.3 -0.48
C 3.02173 2.58112 2.21186 0.1 1.7 0.4 0.09
O 3.25433 1.41682 1.75206 -1.5 -3.5 -0.4 -0.67
H 3.94423 3.19732 2.29326 -0.2 -0.2 0.0 0.38
```
Positions in Å, forces in eV/Å.

Its expectation value of S² is 0.7560. As for the total energy: -2724.292610 a.u. For the LUMO energy (spin up / spin down), the calculation gives -2.600 / -2.326 eV. The value obtained for the HOMO-LUMO gap (spin up / spin down) is 6.39 / 6.60 eV. Its HOMO energy (spin up / spin down) is -0.33027 / -0.32785 hartree. The spin multiplicity is 2. The energy above the lowest of the compared OMol25 structures with the same formula, charge and spin is 43.28 kcal/mol.

***

Record 2
Below is a structure of composition C26H29N4O5RhS2, with properties calculated with ωB97M-V/def2-TZVPD.

XYZ file:
```
67
Properties=species:S:1:pos:R:3:forces:R:3:mulliken_charge:R:1
Rh -0.10153 0.27634 -0.78104 -0.1 -0.1 0.0 0.98
O -1.06661 0.22513 -2.72783 0.1 0.0 0.0 -0.43
C -2.20917 0.69477 -3.03439 -0.1 0.1 0.0 0.64
C -2.90481 0.13430 -4.15218 0.0 0.0 0.0 -0.64
C -4.11933 0.60065 -4.54271 0.0 0.0 0.0 -0.33
C -4.75242 1.67876 -3.86639 0.0 0.0 0.0 -0.67
C -4.12615 2.25193 -2.81039 0.0 0.0 0.0 -0.96
C -2.85308 1.79610 -2.34431 0.0 0.0 -0.1 0.49
C -2.29297 2.50350 -1.27861 0.0 -0.1 0.0 -0.27
N -1.16054 2.20407 -0.65386 0.1 0.1 0.0 0.70
N -0.79888 3.07673 0.25889 0.1 -0.1 0.0 -0.81
C 0.36267 2.68982 0.88506 0.0 0.1 0.1 0.20
O 0.97602 1.64096 0.63040 -0.2 0.0 0.0 0.11
C 0.87253 3.60420 1.92936 0.0 0.0 0.0 0.20
C 0.50352 4.94563 1.96308 0.0 0.0 0.0 -0.22
C 1.02391 5.77638 2.94210 0.0 0.0 0.0 -0.74
C 1.89388 5.26665 3.89654 0.0 0.0 0.0 -0.35
C 2.24902 3.92374 3.87358 0.0 0.0 0.0 -0.77
C 1.74496 3.09344 2.88728 0.0 0.0 0.0 -0.38
H -2.42003 -0.68452 -4.66665 0.0 0.0 0.0 0.41
H -4.61611 0.14316 -5.38952 0.0 0.0 0.0 0.39
H -5.71824 2.03508 -4.19553 0.0 0.0 0.0 0.40
H -4.58868 3.07921 -2.28572 0.0 0.0 0.0 0.35
H -2.81722 3.38555 -0.91806 0.0 0.0 0.0 0.33
H -0.18088 5.32500 1.21733 0.0 0.0 0.0 0.43
H 0.74912 6.82268 2.96386 0.0 0.0 0.0 0.39
H 2.29180 5.91600 4.66581 0.0 0.0 0.0 0.39
H 2.91388 3.52458 4.62826 0.0 0.0 0.0 0.40
H 1.99352 2.04071 2.85957 0.0 0.0 0.0 0.44
C -2.49818 -6.92722 2.52575 0.0 0.0 0.0 -1.36
C -2.06346 -5.50907 2.27145 0.0 0.0 0.0 0.94
C -2.67305 -4.44249 2.92526 0.0 0.0 0.0 -0.87
C -2.26095 -3.13839 2.70413 0.0 0.0 0.0 -0.80
C -1.22975 -2.89418 1.80971 0.0 -0.1 0.0 0.12
C -0.60731 -3.94111 1.14598 0.0 0.0 0.0 -0.07
C -1.02658 -5.24007 1.38214 0.0 0.0 0.0 -0.80
S -0.74708 -1.22406 1.51859 0.0 0.0 0.1 1.66
O -0.66227 -0.56429 2.79096 0.0 -0.1 0.0 -0.74
O 0.54279 -1.29197 0.77099 -0.1 0.1 -0.1 -0.67
O -1.74944 -0.64537 0.59465 0.1 0.0 0.0 -0.72
H -3.39107 -6.96166 3.14815 0.0 0.0 0.0 0.35
H -1.71135 -7.48804 3.03355 0.0 0.0 0.0 0.31
H -2.71514 -7.44294 1.58938 0.0 0.0 0.0 0.34
H -3.47905 -4.63679 3.62261 0.0 0.0 0.0 0.30
H -2.72578 -2.31212 3.22547 0.0 0.0 0.0 0.42
H 0.20259 -3.73061 0.46141 0.0 0.0 0.0 0.32
H -0.53903 -6.06114 0.86915 0.0 0.0 0.0 0.38
C 4.77153 -0.59752 0.10476 0.0 0.0 0.0 -1.47
C 3.46702 0.18155 0.08473 0.0 0.1 0.0 0.25
N 3.49874 1.30005 -0.86436 0.0 0.0 0.1 0.06
C 2.57449 1.60648 -1.78246 0.0 0.1 -0.1 -0.12
S 2.33919 3.14283 -2.36733 0.0 -0.1 0.0 -0.32
N 1.76156 0.55400 -2.23952 0.0 -0.1 0.0 0.06
C 2.41250 -0.68855 -2.73043 0.0 0.0 0.0 -0.50
C 1.48530 -1.88253 -2.61134 0.0 0.0 -0.1 -0.72
H 4.72249 -1.38391 0.85793 0.0 0.0 0.0 0.37
H 5.60725 0.05800 0.35463 0.0 0.0 0.0 0.37
H 4.98901 -1.05785 -0.86001 0.0 0.0 0.0 0.30
H 3.26714 0.60203 1.07069 0.0 0.0 0.0 -0.02
H 2.61154 -0.45308 -0.13476 0.1 0.0 0.0 0.10
H 4.01229 2.11458 -0.56184 0.0 0.0 0.0 0.33
H 1.16566 0.93207 -2.96970 0.0 0.0 0.0 0.36
H 3.32517 -0.85001 -2.16684 0.0 0.0 0.0 0.11
H 2.70264 -0.52943 -3.77220 0.0 0.0 0.0 0.43
H 1.26038 -2.10434 -1.56449 0.0 0.0 0.0 0.00
H 1.96230 -2.76098 -3.04853 0.0 0.0 0.0 0.48
H 0.54973 -1.70239 -3.14219 0.0 0.0 0.0 0.16
```
Positions in Å, forces in eV/Å.

Its expectation value of S² is 6.0390. As for the total energy: -2510.279868 a.u. For the LUMO energy (spin up / spin down), the calculation gives -0.373 / -2.351 eV. The value obtained for the HOMO-LUMO gap (spin up / spin down) is 7.58 / 6.01 eV. Its HOMO energy (spin up / spin down) is -0.29221 / -0.30735 hartree. The spin multiplicity is 5. The energy above the lowest of the compared OMol25 structures with the same formula, charge and spin is 3.67 kcal/mol.

***

Record 3
Below is a structure of composition C26H29N5O6RhS3Se2 at a distorted geometry, with properties calculated with ωB97M-V/def2-TZVPD.

XYZ file:
```
72
Properties=species:S:1:pos:R:3:forces:R:3:mulliken_charge:R:1
Rh -0.22962 -0.87846 1.92875 0.4 1.7 -2.0 0.81
O -1.03286 -3.60775 4.60137 -0.5 0.0 -0.1 -0.50
C 0.24609 -4.00557 4.99234 0.5 0.0 0.0 -1.19
C 1.30722 -2.88521 4.92917 -0.1 -0.1 0.1 2.24
C 2.45665 -3.29441 5.88547 -0.5 -0.3 -0.1 -1.20
O 3.51104 -2.36810 5.93906 0.5 0.3 -0.1 -0.56
C 0.73124 -1.57808 5.48321 -0.1 0.4 -0.4 -1.43
Se -0.35312 -0.37017 4.30936 0.0 -0.3 -0.1 -0.30
C 1.91524 -2.73119 3.52470 -0.4 -0.1 -0.5 -1.78
Se 0.76918 -3.10667 1.89277 0.2 0.8 1.5 -0.29
H -0.99246 -3.29234 3.68281 0.1 -0.1 0.1 0.28
H 0.60645 -4.85115 4.38503 0.0 0.0 0.1 0.28
H 0.13784 -4.34014 6.03087 0.1 0.0 -0.1 0.47
H 2.83144 -4.28596 5.58646 -0.1 0.0 0.1 0.42
H 2.08024 -3.36097 6.91060 0.0 -0.1 -0.1 0.43
H 3.80488 -2.18467 5.03790 0.0 0.0 0.1 0.36
H 1.55646 -0.95015 5.83221 -0.2 -0.1 -0.1 0.54
H 0.08886 -1.80594 6.33619 -0.1 0.0 -0.1 0.39
H 2.75985 -3.41609 3.40804 0.0 0.0 0.0 0.60
H 2.26197 -1.70330 3.38352 0.1 -0.1 -0.1 0.59
C -0.80228 0.87378 -6.56394 0.0 -0.1 0.0 -1.56
C -0.50417 0.13869 -5.28770 0.0 0.0 0.0 0.93
C 0.51262 -0.80976 -5.25859 -0.1 0.0 0.1 -0.78
C 0.80704 -1.48882 -4.09097 0.1 -0.2 -0.1 -0.60
C 0.08838 -1.22536 -2.94069 0.3 0.0 0.5 -0.16
C -0.93014 -0.29255 -2.94930 -0.2 0.0 0.0 -0.24
C -1.22964 0.37859 -4.12571 0.0 -0.1 0.0 -0.83
S 0.62598 -1.99928 -1.40322 0.0 -0.4 -0.1 1.26
O 1.99489 -2.41563 -1.62209 -0.2 0.3 -0.2 -0.74
O -0.31464 -3.03493 -1.06252 -0.2 0.3 -0.1 -0.82
N 0.50236 -0.83409 -0.31297 -1.4 -1.1 0.6 0.60
C 1.47195 0.06011 -0.11039 1.0 0.7 -0.1 0.57
C 2.33285 0.57061 -1.10192 0.0 0.0 0.1 -0.87
C 3.20992 1.56744 -0.75582 0.0 0.0 0.2 -0.62
C 3.22595 2.05225 0.55326 0.0 0.0 -0.1 -0.70
C 2.38266 1.47137 1.48020 0.3 0.3 0.3 -0.54
N 1.55696 0.48639 1.16807 -0.5 -1.2 -0.1 0.18
H 0.12126 1.13244 -7.07942 0.0 0.1 -0.1 0.36
H -1.36961 1.78109 -6.37248 0.0 0.1 0.0 0.26
H -1.38811 0.24598 -7.23554 -0.1 0.0 -0.1 0.36
H 1.08257 -1.00793 -6.15532 0.1 0.0 -0.1 0.38
H 1.60154 -2.21676 -4.03998 0.2 0.0 -0.1 0.49
H -1.47449 -0.08790 -2.03918 -0.1 0.1 0.1 0.46
H -2.02815 1.10693 -4.13170 0.0 0.1 0.0 0.51
H 2.27901 0.16358 -2.09921 0.0 0.1 -0.1 0.36
H 3.87542 1.98819 -1.49792 0.0 0.0 0.0 0.40
H 3.88478 2.85919 0.83488 0.0 0.0 0.1 0.39
H 2.37097 1.79584 2.51238 -0.1 0.0 0.0 0.45
N -1.13370 4.03766 -4.66334 0.0 0.1 -0.3 -0.56
C -1.21578 3.65714 -3.33382 0.0 0.1 0.4 0.79
C -0.06345 3.30133 -2.63035 -0.1 0.0 0.1 -0.59
C -0.13024 3.02796 -1.27902 0.1 0.0 -0.1 -0.05
C -1.34346 3.09330 -0.62108 -0.2 -0.1 0.7 -0.65
C -2.49385 3.43243 -1.30582 -0.1 0.0 0.0 -0.64
C -2.43473 3.71006 -2.65722 0.1 0.0 -0.2 -0.67
S -1.40858 2.82119 1.14969 0.2 0.1 0.2 1.04
O -2.65978 3.37430 1.61926 0.0 -0.2 -0.4 -0.69
O -0.19937 3.37041 1.69751 0.1 -0.3 -0.2 -0.68
N -1.38065 1.21745 1.36853 1.4 0.3 0.5 -0.17
C -2.44498 0.48658 1.16063 -1.6 0.0 -0.4 0.74
S -3.98141 1.06808 0.54740 -0.3 -0.8 0.2 -0.08
C -4.58293 -0.56822 0.62795 0.2 0.2 -0.1 -0.22
C -3.63416 -1.40221 1.10175 -0.5 -0.2 -0.1 -1.03
N -2.44771 -0.81431 1.40023 1.5 0.0 0.5 -0.34
H -0.33394 3.68720 -5.16505 -0.1 0.0 -0.1 0.25
H -1.99762 3.99704 -5.18134 0.1 0.0 0.0 0.26
H 0.88166 3.24808 -3.15103 0.1 0.0 0.0 0.30
H 0.75261 2.78417 -0.71361 0.2 0.0 0.0 0.54
H -3.42322 3.49401 -0.76291 -0.1 0.1 0.0 0.65
H -3.33067 3.97812 -3.20042 -0.1 0.1 0.0 0.32
H -5.59084 -0.78385 0.33862 -0.2 -0.2 0.0 0.43
H -3.74569 -2.46103 1.26136 0.0 -0.1 0.0 0.45
```
Positions in Å, forces in eV/Å.

As for the total energy: -7841.437391 a.u. For the LUMO energy (spin up / spin down), the calculation gives 1.794 / 1.655 eV. The value obtained for the HOMO-LUMO gap (spin up / spin down) is 6.56 / 6.42 eV. Its HOMO energy (spin up / spin down) is -0.17509 / -0.17509 hartree. The spin multiplicity is 1. Its charge is -1.

***

Record 4
Below is an isolated molecule of C26H29N7O3S at a distorted geometry, with properties calculated with ωB97M-V/def2-TZVPD.

XYZ file:
```
66
Properties=species:S:1:pos:R:3:forces:R:3:mulliken_charge:R:1
C -5.28786 -2.01718 -0.00850 0.2 0.1 -0.2 -1.55
C -4.39743 -0.89080 -0.51918 -0.2 0.0 0.2 0.75
C -4.80719 0.45386 0.07924 0.3 0.0 -0.3 -0.71
C -4.01578 1.64814 -0.45738 -0.6 0.0 0.2 -1.22
N -2.68733 1.77371 0.13190 0.1 -0.5 -0.5 0.02
C -2.50288 2.72807 1.07485 0.3 0.2 0.3 0.91
O -3.42712 3.34915 1.56179 -0.1 0.2 0.2 -0.68
C -1.09599 2.96921 1.60612 0.2 0.3 -0.1 -0.75
S 0.19994 3.28477 0.36197 -0.1 0.4 0.0 -0.28
C 1.24436 1.95092 0.74330 0.0 -0.1 0.1 0.36
N 1.03640 1.05606 1.67594 -0.3 0.8 0.0 -0.23
N 2.06923 0.19762 1.64708 0.9 -0.6 0.0 -0.84
C 2.88761 0.56060 0.69465 -0.3 0.1 0.1 1.03
C 4.12369 -0.12883 0.36378 0.4 -0.1 -0.1 0.15
C 4.93375 -0.58378 1.40250 -0.1 0.1 -0.1 -0.53
C 6.11574 -1.24091 1.12083 0.0 -0.1 0.0 -0.62
C 6.49442 -1.45684 -0.19479 0.0 0.0 0.0 -0.40
C 5.67793 -1.02956 -1.22845 0.1 0.0 -0.1 -0.92
C 4.49458 -0.36668 -0.95702 0.0 0.0 0.1 -0.18
N 2.40409 1.68868 0.07776 -0.4 -0.4 0.6 0.12
C 2.97106 2.46272 -0.98753 0.2 0.2 -0.5 -0.99
C -1.63171 1.05445 -0.48866 -0.1 -0.1 0.2 -0.17
C -1.04224 -0.02324 0.13285 -0.6 0.5 -0.2 -1.54
N -1.48571 -0.48792 1.32983 0.0 0.0 -0.2 0.30
N -0.02951 -0.71679 -0.48484 0.1 -0.1 0.1 0.97
C 0.48801 -1.94885 0.09869 0.2 -0.3 0.1 -1.59
C -0.58807 -2.99776 0.19948 0.0 -0.2 0.0 0.56
C -1.39147 -3.27298 -0.90017 0.1 0.0 0.1 -0.42
C -2.38193 -4.23458 -0.82079 0.0 0.0 -0.1 -0.75
C -2.57834 -4.93318 0.35859 -0.1 -0.1 0.0 -0.36
C -1.77703 -4.66891 1.45563 0.0 -0.1 0.1 -0.74
C -0.78816 -3.70385 1.37738 0.1 0.0 -0.2 -0.31
C 0.51380 -0.30153 -1.68584 -0.1 0.3 0.0 0.05
O 1.49106 -0.82292 -2.17937 0.3 -0.2 -0.3 -0.66
N -0.12624 0.74589 -2.28235 0.0 0.2 -0.4 0.19
C -1.22833 1.46592 -1.80624 0.1 -0.4 0.3 0.45
O -1.71932 2.33970 -2.48739 -0.1 0.2 -0.1 -0.71
H -5.21735 -2.09531 1.07411 0.0 -0.1 0.1 0.34
H -6.32714 -1.83463 -0.27238 -0.2 0.0 0.0 0.43
H -4.98262 -2.96799 -0.43773 0.0 -0.1 0.0 0.34
H -4.47318 -0.83330 -1.60750 0.1 0.0 -0.1 0.28
H -3.36256 -1.12207 -0.26792 0.0 0.0 -0.1 -0.37
H -4.71312 0.42286 1.16694 -0.1 0.0 0.1 0.28
H -5.86039 0.62794 -0.15066 -0.1 0.0 0.1 0.43
H -3.90453 1.58286 -1.54118 0.0 0.0 0.0 0.41
H -4.54706 2.57006 -0.21031 0.1 -0.1 -0.1 0.62
H -1.14794 3.85518 2.23967 -0.1 -0.2 0.0 0.52
H -0.73180 2.12087 2.18781 -0.1 0.0 0.1 0.41
H 4.62297 -0.41061 2.42121 0.0 0.0 0.1 0.46
H 6.74404 -1.58596 1.92840 0.0 0.0 0.1 0.40
H 7.42029 -1.96780 -0.41352 0.1 0.0 0.0 0.40
H 5.96013 -1.21709 -2.25360 0.0 0.0 -0.1 0.40
H 3.83854 -0.08422 -1.76509 -0.1 0.1 -0.1 0.39
H 2.68647 3.50706 -0.85637 0.1 0.0 0.0 0.39
H 4.05619 2.36730 -0.96494 -0.1 0.1 0.0 0.46
H 2.59905 2.11598 -1.95399 0.1 0.0 0.0 0.28
H -0.81947 -0.93605 1.93664 0.0 0.1 0.0 0.40
H -2.16560 0.09944 1.78708 0.1 0.0 0.0 0.41
H 0.94681 -1.73885 1.07030 0.0 -0.1 -0.2 0.56
H 1.28161 -2.28136 -0.57900 -0.1 0.1 0.2 0.60
H -1.23551 -2.73378 -1.82368 0.0 0.1 -0.1 0.42
H -2.99755 -4.44225 -1.68342 -0.1 0.0 -0.1 0.43
H -3.35216 -5.68348 0.42136 -0.1 -0.1 0.0 0.41
H -1.92348 -5.21374 2.37630 0.0 0.0 0.1 0.41
H -0.16116 -3.50421 2.23498 0.1 0.1 0.1 0.46
H 0.22269 1.02264 -3.19316 0.0 -0.1 0.2 0.31
```
Positions in Å, forces in eV/Å.

As for the total energy: -2015.472075 a.u. For the LUMO energy, the calculation gives 0.563 eV. The value obtained for the HOMO-LUMO gap is 8.77 eV. Its HOMO energy is -0.30164 hartree. The spin multiplicity is 1. As for the SMILES: CCCCN(C(=O)CSc1nnc(-c2ccccc2)n1C)c1c(N)n(Cc2ccccc2)c(=O)[nH]c1=O. The energy above the lowest of the compared OMol25 structures with the same formula, charge and spin is 3.32 kcal/mol.

***

What is the total energy in the second record? -2510.279868 a.u.